[1]
{
  "formula": "C19H25Br21ClNO3S",
  "method": "ωB97M-V with the def2-TZVPD basis set",
  "e_tot_ev": -1521986.479,
  "relative_energy_kcal_mol": 38.4,
  "e_lumo_ha": -0.011,
  "e_homo_ev": -9.0,
  "elements": ["C", "C", "Cl", "C", "C", "C", "C", "C", "S", "C", "O", "O", "C", "O", "C", "N", "C", "C", "H", "H", "H", "H", "H", "H", "H", "H", "H", "H", "H", "H", "H", "H", "H", "H", "H", "H", "C", "Br", "Br", "Br", "H", "C", "Br", "Br", "Br", "H", "C", "Br", "Br", "Br", "H", "C", "Br", "Br", "Br", "H", "C", "Br", "Br", "Br", "H", "C", "Br", "Br", "Br", "H", "C", "Br", "Br", "Br", "H"],
  "xyz": [[3.15923, 1.03726, 0.48285], [1.71485, 1.67088, 0.41131], [1.52985, 2.92810, 1.76667], [1.40876, 2.44452, -0.92372], [0.68467, 1.60621, -2.03188], [-0.86476, 1.39270, -1.94574], [-1.34622, 0.43576, -0.80386], [-1.11041, -1.10227, -1.13879], [-0.58451, -2.09130, 0.31540], [0.77622, 2.57668, -3.29345], [0.93112, 3.73333, -3.34594], [0.56413, 1.69283, -4.39246], [1.09022, 0.40507, -4.16399], [0.21033, -0.74846, -4.36565], [0.93069, -1.86063, -4.25746], [1.69922, -2.63695, -3.93671], [1.58465, 0.46342, -2.67188], [3.14449, 0.77604, -2.83094], [3.38603, 0.80061, 1.54443], [3.07991, 0.04440, -0.03780], [3.94011, 1.64508, -0.01984], [1.00059, 0.85829, 0.66125], [0.76070, 3.32852, -0.69047], [2.37718, 2.88958, -1.26553], [-1.31659, 2.39766, -1.74369], [-1.31996, 1.01480, -2.89661], [-2.46480, 0.54340, -0.75810], [-0.98131, 0.69745, 0.21386], [-2.07120, -1.50877, -1.53594], [-0.36351, -1.24060, -1.95036], [0.79236, -2.15519, 0.26798], [1.83465, 0.30071, -4.98351], [1.59964, -0.45788, -2.04896], [3.33410, 1.87804, -2.85687], [3.54767, 0.38505, -3.80070], [3.75437, 0.27425, -2.04408], [-3.39470, 4.53925, -2.85394], [-2.82341, 4.15272, -4.65958], [-4.25844, 3.01544, -2.03283], [-1.94122, 5.21135, -1.77104], [-4.13505, 5.32704, -2.91556], [7.03253, 2.00371, 2.20607], [5.21657, 2.49368, 2.64583], [8.07549, 1.61403, 3.78616], [7.09171, 0.55131, 0.92937], [7.48792, 2.86438, 1.72941], [-0.01477, -2.58137, 4.78348], [0.41250, -3.82023, 3.36144], [1.40896, -2.48163, 6.08857], [-0.49123, -0.83780, 4.10213], [-0.88824, -2.97293, 5.29404], [-7.22698, 6.32064, -1.10241], [-6.67736, 5.95587, -2.91983], [-8.05412, 4.77885, -0.28276], [-5.76363, 7.00184, -0.03978], [-7.97922, 7.10001, -1.14796], [3.09780, -6.14890, 5.27941], [3.61892, -6.50282, 3.45173], [2.29740, -7.70010, 6.11028], [4.56826, -5.45339, 6.32299], [2.33620, -5.37576, 5.24841], [-3.02398, -4.85679, 7.32209], [-4.94167, -4.61962, 7.34599], [-2.38440, -5.35219, 5.56600], [-2.09846, -3.30277, 8.00552], [-2.79658, -5.68157, 7.98811], [-4.14136, -3.87895, -3.38071], [-2.74803, -2.62504, -3.85222], [-4.04338, -5.49164, -4.44072], [-4.14228, -4.26161, -1.48590], [-5.08819, -3.40360, -3.61061]],
  "forces_ev_per_angstrom": [[-1.388, -0.600, -0.145], [0.812, 0.173, -0.084], [0.183, -0.670, -0.404], [-0.631, -0.393, 1.058], [1.932, 1.705, -2.165], [-0.231, -0.433, 1.393], [-0.804, -0.532, -0.452], [0.416, 0.875, -0.275], [0.104, -0.227, 0.068], [-0.841, -3.400, 1.380], [-0.012, 0.803, -0.882], [-0.332, 0.296, -0.783], [1.181, 0.692, 0.858], [-0.561, -0.893, -0.469], [-1.625, 3.423, 0.238], [1.034, -1.740, 0.052], [1.352, -0.115, 0.038], [0.070, 0.402, -0.040], [0.026, 0.290, -0.874], [0.194, 0.827, 0.332], [-0.527, -0.292, 0.582], [0.279, 0.775, -0.220], [0.413, -0.862, -0.202], [-0.889, -0.529, 0.003], [0.436, -0.743, -0.244], [0.688, 0.378, 0.634], [0.955, 0.110, 0.091], [-0.053, -0.122, -0.839], [0.939, 0.029, 0.676], [-0.569, 0.114, 0.601], [-0.895, 0.377, -0.466], [-0.082, -0.223, 0.981], [-0.669, 0.252, -0.992], [0.039, -0.863, 0.194], [-0.573, 0.196, 0.820], [-0.563, 0.719, -0.497], [0.122, -0.007, -0.001], [-0.025, -0.020, 0.251], [0.092, 0.179, -0.079], [-0.173, -0.072, -0.107], [0.104, -0.108, 0.048], [-0.018, 0.098, 0.063], [0.431, 0.110, 0.144], [-0.136, 0.002, -0.200], [-0.035, 0.128, 0.153], [-0.049, -0.126, 0.052], [-0.065, 0.114, -0.012], [0.022, 0.097, 0.176], [-0.115, -0.055, -0.183], [0.132, -0.222, 0.100], [0.124, 0.023, -0.055], [-0.013, 0.008, 0.116], [-0.223, 0.087, 0.122], [0.147, 0.174, -0.123], [-0.135, -0.142, -0.164], [0.102, -0.102, -0.021], [-0.053, 0.074, -0.020], [-0.057, 0.027, 0.246], [0.114, 0.174, -0.103], [-0.175, -0.106, -0.133], [0.097, -0.079, -0.006], [-0.055, -0.050, 0.056], [0.252, 0.001, -0.029], [-0.062, 0.075, 0.178], [-0.105, -0.156, -0.127], [-0.016, 0.111, -0.089], [-0.061, -0.042, -0.003], [-0.196, -0.206, -0.169], [0.024, 0.202, 0.152], [0.062, 0.062, -0.223], [0.132, -0.053, 0.024]]
}



[2]
{
  "formula": "C11H29BBrN3O4Ta",
  "method": "ωB97M-V with the def2-TZVPD basis set",
  "e_tot_ev": -96800.632,
  "e_lumo_ha": 0.077,
  "charge": -1,
  "e_homo_ev": -4.6,
  "elements": ["C", "C", "C", "Ta", "C", "C", "O", "O", "C", "C", "N", "N", "N", "B", "O", "O", "C", "C", "Br", "C", "C", "H", "H", "H", "H", "H", "H", "H", "H", "H", "H", "H", "H", "H", "H", "H", "H", "H", "H", "H", "H", "H", "H", "H", "H", "H", "H", "H", "H", "H"],
  "xyz": [[4.15780, 1.22607, -0.18082], [2.87231, 2.23671, -0.15911], [1.63198, 1.78512, 0.80955], [0.45902, -0.05825, -0.08632], [1.46860, -1.56831, 1.33529], [2.62172, -0.96394, 2.33922], [2.40618, -0.34520, 3.50842], [4.06290, -1.16026, 1.97452], [-0.38669, 1.39859, -1.64183], [-1.95969, 1.70178, -1.73217], [-2.19801, 2.10519, -3.21081], [-2.31597, 3.00858, -0.98688], [-2.93402, 0.58321, -1.50856], [-1.27182, 0.17204, 1.43124], [-1.38552, -0.83340, 2.54839], [-2.29977, 1.23000, 1.47555], [-3.56687, 0.65217, 2.03639], [-0.53267, -1.91355, -1.16102], [0.67756, -2.44390, -2.71932], [-0.86570, -3.15501, -0.15231], [0.19136, -4.41010, -0.20120], [4.93510, 1.46592, -1.05333], [3.85459, 0.10243, -0.30499], [4.72331, 1.31619, 0.84354], [2.43747, 2.24238, -1.27080], [3.25133, 3.34738, 0.01786], [0.83471, 2.67317, 0.74759], [1.88204, 1.67142, 1.94086], [1.92740, -0.30112, -1.23834], [2.04389, -2.36141, 0.65062], [0.75249, -2.21155, 2.00820], [4.56294, -1.43894, 2.82053], [-0.03738, 1.01127, -2.71748], [0.17338, 2.44855, -1.53153], [-1.47938, 2.86802, -3.39759], [-1.87996, 1.31918, -3.84199], [-3.25280, 2.90662, -0.51594], [-2.41751, 3.80095, -1.65979], [-3.62569, 0.76647, -0.74837], [-3.53552, 0.45498, -2.37662], [-1.06085, -0.43475, 3.40845], [-4.44353, 1.40421, 1.73951], [-3.52792, 0.50494, 3.19831], [-3.82701, -0.35952, 1.47387], [-1.55137, -1.62986, -1.69536], [-1.03662, -2.87152, 0.96835], [-1.90779, -3.60879, -0.52207], [1.30594, -4.11960, -0.39357], [-0.10275, -5.17148, -1.07231], [0.16884, -5.04307, 0.80416]],
  "forces_ev_per_angstrom": [[0.413, 0.015, 0.399], [0.118, -0.077, -1.267], [-0.274, 0.991, -0.057], [1.488, 0.944, -2.016], [2.951, -1.537, 1.473], [-0.277, 1.647, 4.654], [1.011, -3.660, -6.662], [-2.257, -0.770, 1.854], [0.422, 0.703, -0.728], [-0.302, 1.998, -2.128], [1.156, -0.004, -0.318], [-0.803, -0.989, -0.002], [-0.798, 0.345, -0.389], [-2.579, 0.598, 3.193], [0.602, 2.012, -0.375], [-0.288, -3.186, 0.773], [-0.958, 0.408, -0.638], [-1.540, -0.175, 0.611], [-0.805, -0.114, 0.495], [-0.742, -1.672, -0.701], [0.006, -1.029, -0.108], [-1.761, -0.269, 1.825], [0.381, 2.293, 0.218], [-0.979, -0.197, -1.935], [0.883, 0.021, 2.306], [-0.725, -2.222, -0.080], [1.489, -1.762, 0.177], [-0.042, 0.281, -1.946], [-0.127, 0.117, 0.399], [-1.098, 1.788, 1.386], [1.306, 1.573, -1.076], [-1.542, 1.091, -1.681], [-0.730, 0.530, 2.255], [-1.322, -2.155, -0.172], [-1.111, -1.324, 0.241], [-0.308, 0.976, 1.048], [1.450, 0.049, -0.717], [0.084, -1.231, 0.547], [1.213, 0.024, -0.684], [1.239, 0.525, 1.395], [-0.546, -0.590, -1.479], [1.949, -1.415, 0.809], [-0.093, 0.240, -2.370], [0.625, 1.945, 1.445], [2.259, -0.477, 1.086], [0.469, -0.019, -2.201], [2.133, 0.857, 0.909], [-2.195, -0.300, 0.390], [0.631, 1.768, 1.838], [-0.078, 1.434, -1.996]]
}



[3]
{
  "formula": "C8H14N3O",
  "method": "ωB97M-V with the def2-TZVPD basis set",
  "e_tot_ev": -15029.653,
  "relative_energy_kcal_mol": 106.9,
  "smiles": "CCC[N+]1=N[C@@H](C)N2C[C@@H]2C1=O",
  "e_lumo_ha": -0.199,
  "charge": 1,
  "e_homo_ev": -13.8,
  "elements": ["C", "C", "C", "N", "N", "C", "C", "N", "C", "C", "C", "O", "H", "H", "H", "H", "H", "H", "H", "H", "H", "H", "H", "H", "H", "H"],
  "xyz": [[-1.58545, -2.36456, 0.87683], [-1.60208, -1.13426, 1.77166], [-1.77024, 0.10563, 0.96321], [-0.49033, 0.36466, 0.27999], [-0.37308, -0.13192, -0.85898], [0.67966, 0.31752, -1.75115], [0.17705, 1.56097, -2.57021], [1.90661, 0.71235, -1.04227], [2.59643, -0.12677, 0.00519], [1.99696, 1.20988, 0.25346], [0.85111, 1.18923, 1.10242], [0.51463, 1.46311, 2.19458], [-2.41369, -2.24382, 0.24075], [-0.74422, -2.29704, 0.28084], [-1.48078, -3.24227, 1.52269], [-0.69352, -0.88760, 2.37115], [-2.45635, -1.30712, 2.39843], [-2.53472, 0.12047, 0.12450], [-2.12495, 0.89759, 1.76026], [0.87756, -0.44454, -2.51261], [-0.30116, 2.21057, -1.77250], [-0.42684, 1.12201, -3.29557], [1.19940, 2.01464, -2.84479], [3.66574, -0.16763, -0.21604], [1.93137, -0.99795, 0.26720], [2.60088, 2.05685, 0.45096]],
  "forces_ev_per_angstrom": [[0.867, 0.462, 2.353], [0.305, -0.637, -0.031], [-2.067, 1.970, 0.728], [1.652, 0.476, -1.758], [-1.568, 0.920, 0.542], [1.370, 0.718, 1.210], [2.495, 0.484, 3.646], [0.969, -1.264, -1.602], [-1.717, -0.581, -1.980], [-0.224, 0.433, 0.812], [-3.271, -0.734, 2.155], [0.908, 0.127, -1.427], [-1.351, -0.783, -0.622], [1.867, -0.366, -1.476], [-0.571, -0.124, -0.611], [-0.622, -0.985, -0.006], [-0.279, 0.603, 0.761], [0.830, -0.376, 1.133], [1.436, -0.741, -1.999], [0.234, -0.225, 0.727], [0.123, -0.344, -1.581], [-1.198, 0.356, -1.577], [-1.986, -0.533, -0.301], [-0.420, -0.392, 0.642], [1.469, 0.704, 0.157], [0.749, 0.830, 0.103]]
}



Question: Number 2 is which compound?
Answer: C11H29BBrN3O4Ta